[1]
The following is a DFT calculation (ωB97M-V with the def2-TZVPD basis set) of C51H50AsKN3O5P2S as an isolated structure.

Summary:
- maximum force (hartree/bohr) = 0.03115
- relative energy (zero: lowest compared OMol25 entry of this formula, charge and spin) (eV) = 0.369
- LUMO level (eV) = 1.6
- net charge = -1
- E_tot (a.u.) = -6430.7506
- Kohn-Sham gap (eV) = 5.66

Each line ends with the Mulliken charge.
Atoms and positions in Å:
K: -0.227 0.723 -0.433  1.5061
O: 0.727 -1.060 -7.820  -0.7461
C: 1.563 -0.403 -7.171  0.5029
O: 2.691 0.005 -7.503  -0.7443
C: 1.119 -0.008 -5.746  -1.0650
C: -0.108 -0.401 -5.238  -0.9223
C: -0.460 -0.066 -3.937  1.4752
N: 0.344 0.635 -3.128  0.1229
C: 1.521 1.023 -3.619  0.9178
C: 1.944 0.727 -4.908  -1.0783
C: 2.453 1.757 -2.692  0.0637
C: 3.433 2.604 -3.214  -0.8100
C: 4.336 3.202 -2.357  -0.9316
C: 4.244 2.944 -0.997  -0.9291
C: 3.221 2.116 -0.567  -0.4043
N: 2.338 1.542 -1.378  1.0026
C: -1.763 -0.558 -3.362  -0.2558
C: -2.809 -0.978 -4.184  -0.8392
C: -3.956 -1.482 -3.600  -0.8491
C: -4.037 -1.558 -2.219  -0.9018
C: -2.961 -1.105 -1.475  -0.7903
N: -1.848 -0.634 -2.036  0.8844
H: -0.739 -0.998 -5.881  0.5086
H: 2.917 1.001 -5.290  0.6131
H: 3.473 2.792 -4.276  0.5415
H: 5.101 3.862 -2.745  0.3717
H: 4.929 3.385 -0.286  0.4953
H: 3.094 1.909 0.492  0.5058
H: -2.731 -0.887 -5.257  0.4901
H: -4.784 -1.801 -4.221  0.4202
H: -4.923 -1.930 -1.721  0.4824
H: -2.980 -1.098 -0.391  0.5771
O: -1.018 -0.503 1.475  0.2929
P: -0.236 -1.467 2.296  -0.2458
C: 0.243 -2.942 1.340  -1.2033
P: 1.365 -2.578 -0.044  0.5597
O: 1.076 -1.220 -0.583  0.2693
C: 3.033 -2.708 0.612  0.8966
C: 3.478 -3.786 1.375  -0.5266
C: 4.768 -3.798 1.880  -0.9009
C: 5.614 -2.724 1.624  -0.5677
C: 5.174 -1.650 0.867  -0.5947
C: 3.883 -1.638 0.356  -0.6596
C: 1.119 -3.836 -1.299  0.1689
C: 0.163 -3.521 -2.266  -0.0750
C: -0.081 -4.398 -3.310  -0.5884
C: 0.623 -5.591 -3.393  -0.6582
C: 1.578 -5.906 -2.436  -0.7152
C: 1.831 -5.028 -1.392  -0.5510
C: 1.260 -0.694 2.933  0.7048
C: 2.315 -1.379 3.532  -0.1435
C: 3.430 -0.688 3.973  -0.9326
C: 3.485 0.695 3.833  -0.6037
C: 2.425 1.385 3.265  -0.5394
C: 1.306 0.695 2.814  -0.2132
C: -1.129 -2.107 3.721  0.6340
C: -0.831 -1.706 5.018  -0.3714
C: -1.616 -2.134 6.081  -0.8127
C: -2.704 -2.961 5.854  -0.4623
C: -3.014 -3.360 4.560  -0.7693
C: -2.233 -2.932 3.500  -0.5714
H: -0.691 -3.294 0.886  0.7439
H: 0.630 -3.733 1.987  0.5814
H: 2.816 -4.616 1.595  0.4183
H: 5.111 -4.636 2.472  0.3902
H: 6.621 -2.729 2.021  0.3981
H: 5.832 -0.814 0.674  0.4593
H: 3.515 -0.801 -0.225  0.2456
H: -0.356 -2.572 -2.219  0.1146
H: -0.803 -4.132 -4.071  0.4719
H: 0.442 -6.268 -4.217  0.3778
H: 2.144 -6.824 -2.514  0.4214
H: 2.608 -5.269 -0.679  0.2914
H: 2.281 -2.457 3.642  0.5402
H: 4.257 -1.225 4.418  0.3518
H: 4.357 1.236 4.176  0.4104
H: 2.456 2.463 3.168  0.3838
H: 0.458 1.234 2.403  0.2201
H: 0.008 -1.049 5.207  0.4440
H: -1.378 -1.809 7.085  0.4194
H: -3.318 -3.288 6.682  0.3755
H: -3.872 -3.992 4.373  0.4080
H: -2.506 -3.226 2.494  0.2611
C: 1.711 4.804 1.456  -1.3360
As: 0.259 3.915 0.462  1.0464
C: 0.673 4.663 -1.309  -1.1182
C: -1.121 5.209 0.964  -1.0850
H: 1.737 5.873 1.234  0.4532
H: 2.677 4.368 1.200  0.2462
H: 1.525 4.668 2.523  0.3512
H: 0.651 5.753 -1.263  0.5072
H: -0.071 4.311 -2.022  0.2830
H: 1.659 4.328 -1.630  0.2098
H: -0.773 6.218 0.737  0.4487
H: -1.322 5.098 2.029  0.3148
H: -2.030 4.965 0.416  0.1799
C: -2.547 1.729 3.560  -0.5337
O: -1.603 2.413 2.762  -0.3514
H: -3.516 2.240 3.570  0.3744
H: -2.160 1.694 4.581  0.2456
H: -2.705 0.706 3.204  -0.0056
H: -1.995 2.436 1.860  -0.0895
S: -2.979 2.205 -0.178  -0.1280
C: -4.679 2.643 -0.205  0.1005
C: -5.664 1.774 0.286  -0.4891
C: -7.010 2.103 0.267  -0.5422
C: -7.433 3.323 -0.248  -0.4201
C: -6.474 4.199 -0.741  -0.5872
C: -5.129 3.866 -0.720  -0.4812
H: -5.344 0.822 0.694  0.3019
H: -7.731 1.396 0.661  0.3448
H: -8.484 3.583 -0.266  0.3485
H: -6.772 5.157 -1.150  0.3461
H: -4.396 4.559 -1.116  0.3024

***

[2]
The following is a DFT calculation (ωB97M-V with the def2-TZVPD basis set) of a 8-piece molecular cluster, C51H50N11O14 overall.

Summary:
- maximum force (hartree/bohr) = 0.08331
- LUMO level (eV) = -4.5
- net charge = +1
- E_tot (a.u.) = -3627.9876
- Kohn-Sham gap (eV) = 6.67

Each line ends with the Mulliken charge.
Atoms and positions in Å:
C: -3.458 0.183 3.883  -0.0393
C: -3.982 1.294 3.903  -0.3113
C: -4.475 2.797 3.797  -0.7445
N: -3.529 3.593 2.952  0.1878
C: -3.356 3.182 1.529  -0.7560
C: -1.916 2.474 1.510  0.0109
N: -1.115 2.932 0.360  -0.2752
C: -0.337 1.993 -0.129  0.5083
C: -0.896 1.041 -1.286  -0.8759
C: 1.155 1.724 0.312  -0.7342
N: -1.180 3.066 2.691  -0.1608
C: -2.241 3.519 3.572  0.0426
N: -1.867 3.795 4.844  -0.3064
H: -2.722 -0.641 3.667  0.3726
H: -4.443 3.264 4.835  0.4078
H: -5.547 2.846 3.436  0.3590
H: -3.268 4.073 0.831  0.4163
H: -4.034 2.385 1.098  0.2712
H: -2.174 1.380 1.613  0.3331
H: -1.178 1.739 -2.145  0.2646
H: -0.056 0.386 -1.666  0.2280
H: -1.775 0.430 -0.928  0.2821
H: 1.863 2.410 -0.271  0.1150
H: 1.350 1.931 1.405  0.2907
H: 1.451 0.660 0.035  0.1851
H: -0.839 3.984 2.330  0.3418
H: -1.743 3.029 5.514  0.2737
H: -1.720 4.766 5.153  0.2550
C: 3.771 0.754 -5.816  -0.4077
C: 4.429 1.414 -4.783  -0.6288
C: 4.269 0.986 -3.472  -0.4887
C: 3.452 -0.109 -3.207  -0.0044
C: 2.786 -0.769 -4.234  -0.0340
C: 2.948 -0.333 -5.542  -0.7043
N: 3.301 -0.579 -1.829  1.0943
O: 3.883 0.034 -0.950  -0.6326
O: 2.601 -1.563 -1.635  -0.5023
H: 3.903 1.088 -6.839  0.4333
H: 5.068 2.262 -5.002  0.5014
H: 4.786 1.508 -2.675  0.5322
H: 2.145 -1.619 -4.032  0.4679
H: 2.436 -0.842 -6.350  0.4108
C: 4.371 -5.988 1.141  -0.4856
C: 5.350 -6.635 0.394  -0.4687
C: 5.800 -6.075 -0.796  -0.4221
C: 5.264 -4.866 -1.225  -0.1184
C: 4.280 -4.218 -0.488  -0.1560
C: 3.834 -4.784 0.699  -0.3979
N: 5.751 -4.257 -2.467  0.9929
O: 6.600 -4.859 -3.100  -0.6021
O: 5.280 -3.177 -2.795  -0.5774
H: 4.026 -6.425 2.073  0.4239
H: 5.766 -7.574 0.741  0.4047
H: 6.563 -6.587 -1.370  0.4553
H: 3.856 -3.279 -0.820  0.4588
H: 3.069 -4.285 1.282  0.5048
C: -0.319 -4.080 -0.286  -0.5022
C: -1.610 -4.347 0.156  -0.6669
C: -1.947 -5.623 0.587  -0.2157
C: -0.980 -6.623 0.577  -0.1623
C: 0.311 -6.366 0.129  -0.5595
C: 0.638 -5.088 -0.304  -0.4410
N: -1.329 -7.964 1.056  1.0085
O: -2.478 -8.151 1.423  -0.5928
O: -0.453 -8.811 1.065  -0.5947
H: -0.057 -3.080 -0.618  0.6005
H: -2.354 -3.558 0.166  0.4236
H: -2.956 -5.820 0.930  0.5995
H: 1.066 -7.143 0.114  0.4825
H: 1.641 -4.873 -0.652  0.5998
C: -11.187 5.145 4.030  -0.3791
C: -10.344 6.219 3.767  -0.4743
C: -9.013 6.170 4.158  -0.2793
C: -8.536 5.036 4.808  0.1391
C: -9.375 3.961 5.081  -0.2659
C: -10.705 4.020 4.689  -0.5238
N: -7.126 4.969 5.200  1.0304
O: -6.421 5.937 4.962  -0.6069
O: -6.731 3.945 5.740  -0.6118
H: -12.226 5.185 3.718  0.3806
H: -10.725 7.094 3.254  0.3755
H: -8.365 7.012 3.948  0.4290
H: -9.009 3.078 5.592  0.4295
H: -11.367 3.186 4.894  0.3753
C: 0.265 6.772 -1.521  -0.6493
C: 1.097 7.851 -1.796  -0.4433
C: 2.430 7.819 -1.404  -0.4467
C: 2.918 6.698 -0.741  -0.2239
C: 2.090 5.619 -0.457  -0.3171
C: 0.758 5.659 -0.849  0.1998
N: 4.330 6.649 -0.347  1.0240
O: 5.023 7.619 -0.596  -0.5908
O: 4.730 5.635 0.203  -0.6102
H: -0.774 6.798 -1.834  0.4117
H: 0.708 8.717 -2.319  0.3856
H: 3.070 8.665 -1.623  0.4600
H: 2.466 4.746 0.064  0.5643
H: 0.104 4.820 -0.634  0.2556
C: 10.440 -0.440 -6.115  -0.3702
C: 9.236 -0.241 -5.450  -0.5803
C: 8.247 0.547 -6.024  -0.0647
C: 8.473 1.127 -7.267  0.0047
C: 9.678 0.939 -7.935  -0.3926
C: 10.663 0.152 -7.353  -0.4608
N: 7.422 1.938 -7.888  0.9961
O: 6.383 2.098 -7.264  -0.6072
O: 7.641 2.404 -8.992  -0.5882
H: 11.209 -1.060 -5.667  0.3778
H: 9.067 -0.704 -4.484  0.3995
H: 7.312 0.694 -5.496  0.4709
H: 9.862 1.392 -8.902  0.4379
H: 11.605 -0.004 -7.867  0.3747
C: -5.279 -7.488 4.950  -0.4562
C: -5.128 -7.658 3.579  -0.4655
C: -5.558 -6.669 2.704  -0.1744
C: -6.133 -5.510 3.214  0.0528
C: -6.295 -5.336 4.585  -0.3908
C: -5.865 -6.331 5.453  -0.3909
N: -6.564 -4.452 2.296  1.0296
O: -6.423 -4.645 1.099  -0.6031
O: -7.034 -3.434 2.780  -0.6164
H: -4.937 -8.260 5.631  0.3793
H: -4.672 -8.562 3.192  0.3892
H: -5.435 -6.813 1.637  0.4204
H: -6.746 -4.437 4.988  0.4387
H: -5.983 -6.204 6.523  0.3813